The following is a quantum chemistry calculation of 12 unconnected molecules or ions with the total composition C5H36N2O11, from the OMol25 dataset.

Geometry as XYZ:
```
54
Properties=species:S:1:pos:R:3:mulliken_spin:R:1
C -2.01887 -0.12258 -1.35860 0.004
C -0.74241 0.26543 -2.10061 0.005
C 0.47912 -0.36542 -1.44513 -0.015
C 0.99529 0.32218 -0.18925 0.035
C 0.76095 0.31352 2.25807 0.024
N 0.70443 -0.43345 1.01880 0.704
N -0.79409 -0.08137 -3.49790 0.002
H -2.20090 -1.16647 -1.09805 -0.002
H -2.83010 0.49401 -1.73905 0.000
H -2.00564 0.41319 -0.40670 0.000
H -0.70146 1.34724 -2.15248 -0.004
H 0.43393 -1.43961 -1.33588 0.006
H 1.22496 -0.25443 -2.23962 -0.003
H 2.07125 0.43906 -0.26181 0.061
H 0.62717 1.32825 0.02807 0.103
H 0.09389 -0.18386 2.96558 -0.003
H 1.77213 0.35644 2.63957 0.014
H 0.23633 1.26383 2.13176 0.046
H -0.20387 -0.91408 0.91501 -0.032
H -0.42998 -0.96640 -3.84151 0.000
H -1.61987 0.23257 -4.01267 0.000
H -2.22999 3.47148 -0.04050 0.001
H -1.08140 2.52963 -0.05581 0.008
O -2.05756 2.51619 -0.07235 0.000
H 0.75155 3.26051 -0.97698 0.001
H 0.78135 4.52681 -0.09288 0.001
O 0.49966 3.60992 -0.06448 0.001
H 2.22641 1.96103 -1.77054 -0.002
H 0.93509 1.80423 -2.59812 0.000
O 1.49051 2.46890 -2.18412 0.003
H -2.82719 -1.40649 1.44386 0.000
H -2.83547 -2.80788 2.36127 0.000
O -2.57334 -2.36980 1.50896 0.000
H -2.80742 1.54339 1.40078 0.000
H -4.00761 0.63989 1.24411 0.000
O -3.30830 0.82900 1.85551 0.000
H -3.03995 -0.36406 3.10407 0.000
H -2.38467 -0.45500 4.52595 0.000
O -2.79969 -0.95324 3.84002 0.000
H 2.41627 2.10431 1.91279 0.001
H 1.67525 3.15535 1.24235 0.000
O 1.74084 2.74601 2.12562 0.014
H 3.11582 -2.49419 -0.51445 0.000
H 3.70562 -2.61368 -1.94528 0.000
O 3.60056 -1.99579 -1.21346 0.000
H 1.61624 -3.14479 1.09861 -0.003
H 0.81681 -3.79680 0.02250 -0.001
O 1.75708 -3.58312 0.25427 0.008
H 3.17470 -0.32902 -1.40418 0.001
H 4.15115 0.69799 -0.89223 -0.002
O 3.34838 0.63568 -1.39059 0.024
H -1.49412 -4.70595 -0.24558 0.000
H -1.20088 -3.25332 0.40591 0.000
O -0.92939 -3.92024 -0.25815 0.000
```

The net charge is +1. The calculation puts the relative energy (zero: lowest compared OMol25 entry of this formula, charge and spin) at 0.000 eV. As for the spin multiplicity: 2. Its LUMO energy (spin up / spin down) is -2.673 / -7.258 eV.


The following is a quantum chemistry calculation of 13 unconnected molecules or ions with the total composition C5H36N2O13, from the OMol25 dataset.

Geometry as XYZ:
```
56
Properties=species:S:1:pos:R:3:lowdin_charge:R:1
N 0.81497 -1.06762 -2.62123 0.083
C -0.41728 -0.80220 -2.01723 -0.333
C -1.69934 -1.38182 -2.70703 -0.335
C -1.65178 -0.64622 -4.08661 -0.067
C -3.05377 -1.29336 -1.97773 -0.056
C -0.65353 -1.29074 -0.52188 -0.450
N -0.09468 -0.63423 0.51537 0.209
O -1.04807 -2.44043 -0.39780 0.029
H 1.66580 -1.15392 -2.10759 0.059
H 0.79768 -1.81919 -3.29569 0.092
H -0.64462 0.27342 -2.20740 0.116
H -1.50675 -2.47926 -2.67738 0.139
H -2.55371 -0.65784 -4.66918 0.063
H -0.91876 -0.82740 -4.84623 0.063
H -1.51225 0.40247 -3.89272 0.061
H -3.33218 -0.28309 -1.83519 0.065
H -3.88678 -1.67150 -2.59095 0.089
H -3.06475 -1.92538 -1.10622 0.054
H 0.24254 0.30587 0.46399 0.065
H -0.37509 -1.02657 1.39440 0.061
H -4.34754 -0.20120 1.10089 0.045
H -3.41967 -0.10288 2.27462 0.042
O -3.81390 0.45598 1.57340 -0.074
H 1.24897 1.47511 -3.34766 0.029
H 1.13807 2.63129 -2.35268 0.020
O 1.77591 2.02425 -2.75825 -0.054
H -2.95511 -3.16161 2.00182 0.042
H -2.21881 -1.92414 1.42345 -0.006
O -3.06563 -2.34048 1.55135 -0.031
H 0.56132 -0.32340 3.09062 -0.031
H -0.60279 0.46443 3.67880 0.052
O -0.35802 -0.33572 3.21251 -0.029
H 4.87729 -1.66738 0.42324 0.056
H 3.96296 -1.44231 -0.72027 0.041
O 4.11317 -2.08083 0.01607 -0.073
H 2.26732 0.87260 -0.50490 0.005
H 3.19179 0.77483 -1.63934 0.041
O 3.05275 0.35518 -0.77139 -0.095
H -0.88712 3.77645 1.68695 0.051
H 0.74117 3.55684 1.74457 0.010
O 0.02037 4.01785 1.32604 -0.095
H 2.68957 -1.99292 1.09801 0.032
H 2.79857 -3.42074 1.67462 0.036
O 2.40427 -2.56401 1.89300 -0.115
H -1.25391 3.33986 -1.27134 0.027
H -0.37117 4.10524 -0.45541 0.011
O -0.54238 3.97428 -1.43030 -0.085
H 2.87523 -0.68060 3.27286 0.061
H 2.90011 0.62013 4.15736 0.061
O 2.50179 0.21055 3.40140 -0.032
H 1.94984 0.99811 1.76414 0.015
H 2.45137 2.27976 1.15423 0.070
O 1.73272 1.65917 1.09600 -0.053
H -2.65218 2.23256 1.93001 0.046
H -1.38765 1.44642 1.59989 0.050
O -1.69797 2.23707 2.11875 -0.077
```

The net charge is 0. The calculation puts the relative energy (zero: lowest compared OMol25 entry of this formula, charge and spin) at 3.593 eV. Its LUMO energy is -0.106 eV.


The following is a quantum chemistry calculation of 15 unconnected molecules or ions with the total composition C5H37NO14, from the OMol25 dataset.

Geometry as XYZ:
```
57
Properties=species:S:1:pos:R:3:lowdin_charge:R:1
C -2.43433 -2.35623 -1.83237 -0.124
N -2.60330 -0.91592 -1.55720 -0.019
C -3.16997 -0.59799 -0.24193 -0.370
C -4.06351 -1.40774 0.36385 0.055
C -3.31091 1.33585 1.31622 0.048
C -2.69957 0.59744 0.39051 -0.160
H -1.93463 -2.62742 -2.78993 0.096
H -2.11779 -2.78373 -0.89273 0.052
H -3.46386 -2.81733 -1.86272 0.088
H -1.90044 -0.29143 -1.91790 0.058
H -4.36378 -2.34232 -0.01057 0.036
H -4.45060 -1.12844 1.34866 0.075
H -4.28837 1.17887 1.70523 0.050
H -2.93077 2.27176 1.77949 0.068
H -1.74612 0.91264 0.02818 0.073
H 1.49570 2.28869 -0.67814 -0.003
H 1.85024 3.46631 0.21312 0.045
O 2.22726 2.89333 -0.45704 -0.064
H 0.62442 0.67161 0.07014 0.080
H -0.14336 0.35168 -1.30771 0.039
O 0.55299 0.87881 -0.88646 -0.050
H -0.88809 4.33026 1.11415 0.047
H -0.01308 3.03050 1.14471 0.008
O -0.77238 3.46702 0.70231 -0.065
H 1.57503 -2.05083 2.78607 0.013
H 2.21496 -0.76889 3.44947 0.051
O 1.84553 -1.67207 3.62571 -0.066
H -2.02535 0.28058 -4.37577 0.066
H -0.76751 0.02841 -5.06214 0.067
O -1.10098 0.11177 -4.15943 -0.047
H 0.71242 0.77881 -3.83767 -0.027
H 2.07034 1.26705 -3.28626 0.031
O 1.62358 0.93520 -4.11952 -0.081
H 2.09202 -0.75175 -0.79793 0.015
H 3.19852 -0.82956 -1.94889 0.047
O 2.90226 -1.22333 -1.12568 -0.086
H 0.03056 -1.25953 3.87667 0.018
H -1.39970 -1.46005 4.12701 0.053
O -0.81733 -0.75461 3.80046 -0.086
H -1.39270 -2.14353 0.64572 0.016
H -1.82456 -1.04282 1.71051 0.007
O -1.11880 -1.59500 1.38734 -0.059
H 3.36950 2.23455 -1.73406 0.024
H 3.53308 0.93700 -0.82467 0.015
O 3.62108 1.30954 -1.71602 -0.076
H 0.62911 2.25189 4.04400 0.048
H -0.55568 1.50095 3.40059 0.013
O 0.17623 2.09404 3.20882 -0.052
H 2.26382 -1.84483 0.60398 0.053
H 0.79873 -2.27944 0.20488 0.024
O 1.31950 -1.66381 0.71636 -0.082
H -0.09729 -1.74611 -2.45963 0.056
H 1.07429 -2.40197 -1.71928 0.040
O 0.10388 -2.39545 -1.73432 -0.083
H 3.50146 0.74340 1.24178 0.007
H 4.03434 -0.29269 2.40063 0.038
O 3.65943 0.54705 2.15757 -0.023
```

The net charge is 0. The calculation puts the relative energy (zero: lowest compared OMol25 entry of this formula, charge and spin) at 5.480 eV. Its LUMO energy is 0.082 eV.